# 1
Here is a 6-piece molecular cluster, C22H33NO18S overall at a distorted geometry from OMol25. Energies are from ωB97M-V/def2-TZVPD.

The geometry in XYZ format:
```
75
Properties=species:S:1:pos:R:3:lowdin_charge:R:1
H -1.2833 -2.7224 1.1499 0.06
N -0.3125 -2.6609 1.4510 0.17
C -0.2235 -1.8645 2.4182 -0.44
C -1.4145 -1.1768 3.0120 -0.02
C 1.1231 -1.6441 2.9883 -0.13
C 1.5875 -0.1991 2.9250 -0.31
C 1.9640 0.2361 1.5258 -0.16
C 2.6079 1.6404 1.5013 -0.17
S 3.6644 2.0574 2.8747 0.58
O 3.5470 3.4298 3.1873 -0.27
O 5.0084 1.6768 2.6147 -0.26
O 3.0966 1.2872 4.1460 -0.19
C 2.8584 -0.0854 3.7550 -0.17
H -1.4823 -1.4124 4.0685 0.09
H -2.3276 -1.5201 2.5615 0.07
H -1.3459 -0.1039 2.8748 0.08
H 1.1340 -1.9444 4.0315 0.13
H 1.8333 -2.2821 2.4886 0.13
H 0.8339 0.4882 3.2935 0.15
H 2.6734 -0.4735 1.1203 0.13
H 1.1244 0.2678 0.8434 0.13
H 3.1557 1.7776 0.5841 0.11
H 1.8355 2.3925 1.5241 0.11
H 2.7994 -0.7079 4.6305 0.13
H 3.6742 -0.4030 3.1189 0.13
O 2.5332 9.5760 5.8629 0.16
C 2.7406 8.4290 5.6427 -0.57
O 1.8511 7.5780 5.0716 0.06
C 2.5373 6.3584 4.7624 -0.13
C 3.6943 6.3819 5.7341 -0.12
O 3.9023 7.7858 5.9273 0.06
H 1.8825 5.5032 4.9012 0.13
H 2.8651 6.3889 3.7229 0.13
H 3.4443 5.9280 6.6948 0.13
H 4.5893 5.9088 5.3403 0.13
O -0.9911 -1.6963 -1.7029 0.15
C -0.9171 -2.8466 -1.9910 -0.59
O -1.8975 -3.5355 -2.6248 0.04
C -1.3700 -4.8101 -3.0073 -0.11
C -0.2355 -4.9915 -2.0235 -0.11
O 0.1466 -3.6413 -1.7365 0.06
H -2.1333 -5.5795 -2.9304 0.13
H -1.0252 -4.7516 -4.0407 0.14
H -0.5542 -5.4686 -1.0953 0.13
H 0.6023 -5.5448 -2.4387 0.13
O -5.6197 -2.4968 -6.7968 0.15
C -5.1555 -1.9231 -5.8652 -0.59
O -4.0666 -2.3331 -5.1731 0.06
C -3.6907 -1.2820 -4.2724 -0.11
C -4.9880 -0.5255 -4.0988 -0.11
O -5.6574 -0.7772 -5.3424 0.05
H -3.3075 -1.6899 -3.3434 0.11
H -2.9137 -0.6774 -4.7428 0.14
H -5.5985 -0.9222 -3.2854 0.13
H -4.8454 0.5408 -3.9474 0.13
O 6.4209 1.6414 -2.7433 0.16
C 6.8799 2.2793 -1.8546 -0.57
O 8.0250 1.9725 -1.1943 0.06
C 8.3691 3.0810 -0.3558 -0.12
C 7.0324 3.7592 -0.1566 -0.11
O 6.3291 3.4152 -1.3558 0.06
H 8.8157 2.7360 0.5727 0.13
H 9.0860 3.7129 -0.8834 0.13
H 6.4850 3.3591 0.6993 0.12
H 7.1150 4.8381 -0.0545 0.13
O -9.0186 -4.7889 -1.4732 0.17
C -8.8575 -4.5164 -2.6161 -0.57
O -9.1222 -5.3487 -3.6549 0.06
C -9.0199 -4.5960 -4.8694 -0.11
C -8.1083 -3.4593 -4.4673 -0.12
O -8.3789 -3.3281 -3.0667 0.06
H -8.6113 -5.2085 -5.6683 0.13
H -10.0153 -4.2530 -5.1564 0.13
H -7.0528 -3.7028 -4.6011 0.13
H -8.3269 -2.5323 -4.9908 0.14
```

As for the HOMO energy: -10.40 eV. For the energy, the calculation gives -2665.39673 Ha. The structure (SMILES) is [H]/N=C(\C)C[C@@H]1CCS(=O)(=O)OC1.O=C1OCCO1.O=C1OCCO1.O=C1OCCO1.O=C1OCCO1.O=C1OCCO1.

# 2
Here is C22H34AsF5I2IrN4O2STe as an isolated structure from OMol25. Energies are from ωB97M-V/def2-TZVPD.

The geometry in XYZ format:
```
73
Properties=species:S:1:pos:R:3:lowdin_charge:R:1
Ir -0.7070 0.0979 -0.5332 1.14
I 0.6646 -3.1344 -7.0866 0.90
C -0.1570 -2.4210 -5.3114 -0.74
C -0.8731 -3.2749 -4.4861 -0.22
C -1.3988 -2.7852 -3.3052 -0.63
I -2.4517 -4.0815 -2.0586 0.97
C -1.2470 -1.4506 -2.9120 -0.41
O -1.8335 -1.0505 -1.7642 -0.34
C -0.5148 -0.6022 -3.7676 -0.17
C -0.2597 0.8664 -3.4714 -0.11
N -1.0071 1.2296 -2.2601 -0.18
C -1.2418 2.6229 -1.8949 -0.11
C -2.2107 2.5543 -0.7364 -0.24
C -3.0433 3.5993 -0.3898 0.01
C -3.9151 3.4469 0.6775 -0.02
C -3.9331 2.2449 1.3631 -0.02
C -3.0768 1.2364 0.9670 -0.09
N -2.2372 1.3834 -0.0624 -0.10
C 0.0171 -1.0991 -4.9500 -0.13
H -1.0141 -4.3123 -4.7546 0.08
H -0.6272 1.4724 -4.3064 0.14
H 0.7998 1.0806 -3.3331 0.10
H -1.9330 0.8286 -2.4335 0.13
H -1.6772 3.1957 -2.7191 0.15
H -0.2975 3.0827 -1.6084 0.09
H -3.0128 4.5178 -0.9602 0.13
H -4.5748 4.2546 0.9637 0.12
H -4.5958 2.0822 2.2004 0.12
H -3.0282 0.2872 1.4806 0.11
H 0.5880 -0.4370 -5.5902 0.11
F 3.1587 -0.5103 0.2312 -0.36
Te 2.5993 -0.6891 -1.5415 1.79
F 2.3648 -0.7766 -3.3765 -0.32
F 4.3401 -0.1810 -1.9226 -0.34
F 2.2471 1.1763 -1.6533 -0.41
F 3.1593 -2.4424 -1.5089 -0.32
O 0.8878 -1.1153 -1.1192 -0.65
C -0.1406 -3.5006 4.6195 -0.06
C 0.2850 -3.7934 3.1864 -0.19
N 0.1224 -2.6598 2.2665 -0.05
C 1.3354 -1.8957 1.9805 -0.24
C 1.8882 -1.1542 3.1859 -0.09
C -1.0370 -2.4038 1.6631 -0.36
C -2.1569 -3.3930 1.8769 0.00
N -1.2921 -1.3734 0.8845 -0.02
H 0.0458 -4.3755 5.2427 0.09
H -1.2018 -3.2625 4.6902 0.07
H 0.4167 -2.6632 5.0350 0.07
H -0.2455 -4.6608 2.7981 0.11
H 1.3441 -4.0500 3.1630 0.13
H 1.1112 -1.2143 1.1739 -0.01
H 2.0820 -2.5989 1.6018 0.13
H 1.1330 -0.5036 3.6282 0.07
H 2.7282 -0.5369 2.8670 0.06
H 2.2539 -1.8402 3.9506 0.07
H -1.8947 -4.3454 1.4154 0.08
H -3.0719 -3.0387 1.4100 0.08
H -2.3503 -3.5667 2.9328 0.08
H -2.1860 -1.5612 0.4421 0.04
C 1.6241 3.9638 2.5224 -0.25
As 1.8416 2.9275 0.9192 0.80
C 3.6931 2.4103 0.9070 -0.23
C 1.6250 4.1881 -0.5173 -0.23
S 0.4533 1.3103 1.1913 0.31
H 2.3391 4.7851 2.5300 0.05
H 1.7959 3.3143 3.3786 0.04
H 0.6067 4.3463 2.5617 0.04
H 4.2789 3.2483 1.2835 0.05
H 4.0046 2.1535 -0.1020 0.03
H 3.8127 1.5461 1.5539 0.03
H 2.3240 5.0033 -0.3298 0.05
H 0.6126 4.5845 -0.5129 0.03
H 1.8607 3.7137 -1.4661 0.03
```

As for the HOMO energy: -9.96 eV. Its charge is +1. The calculation puts the energy above the lowest of the compared OMol25 structures with the same formula, charge and spin at 0.0 kJ/mol. For the energy, the calculation gives -5329.13832 Ha.

# 3
Here is a 5-piece molecular cluster, C22H34Cl17N2O3 overall at a distorted geometry from OMol25. Energies are from ωB97M-V/def2-TZVPD.

The geometry in XYZ format:
```
78
Properties=species:S:1:pos:R:3:lowdin_charge:R:1
C -1.5014 -3.3548 0.7681 -0.08
C -1.0519 -2.4538 -0.2658 -0.08
C -0.4730 -0.9647 0.0697 -0.38
C 0.9552 -1.2066 0.7259 -0.08
C 1.5159 -0.0345 1.6496 -0.27
O 2.8306 -0.3354 2.2110 -0.10
C -1.5476 -0.2529 1.0430 -0.44
Cl -1.3264 1.5890 1.1257 0.70
N -2.9586 -0.4099 0.4955 0.05
C -3.0877 0.0926 -0.9153 -0.23
C -4.4859 -0.4524 -1.5434 -0.29
C -4.5456 -2.0479 -1.6822 -0.07
C -5.7007 0.0663 -0.6265 -0.19
C -5.9217 1.6552 -0.6586 -0.23
C -6.1203 2.2576 0.8341 -0.12
C -1.8455 -0.2194 -1.8701 -0.13
N -0.5012 -0.2167 -1.2126 -0.13
C 0.4355 -0.7493 -2.2436 -0.18
C 1.6218 0.2964 -2.6535 -0.12
C 1.9606 1.3524 -1.5108 -0.18
O 2.8281 2.4292 -2.0365 -0.08
C 3.4680 2.9535 -0.8543 -0.42
C 2.6747 3.9635 0.0842 -0.01
O 4.6287 2.5783 -0.5928 0.07
H -2.5993 -3.6614 0.7392 0.08
H -0.8096 -3.7348 1.5977 -0.05
H -1.0799 -2.8484 -1.3324 0.13
H 1.7883 -1.4882 -0.0038 0.14
H 0.8431 -2.1268 1.4157 0.13
H 0.8100 0.0351 2.5660 0.12
H 1.5156 1.0024 1.1818 0.08
H 3.1473 0.5545 2.5038 0.01
H -1.4483 -0.7521 2.0589 0.15
H -3.3522 -1.3491 0.6658 0.16
H -3.5277 0.2423 1.0815 0.14
H -3.2164 1.2372 -0.9155 0.14
H -4.6051 -0.0174 -2.5997 0.16
H -5.1232 -2.4499 -0.7694 0.09
H -5.1744 -2.3474 -2.5992 0.11
H -3.5190 -2.5594 -1.6890 0.07
H -5.5405 -0.2743 0.4614 0.11
H -6.6831 -0.4156 -0.9886 0.13
H -6.8772 1.8979 -1.2468 0.12
H -5.0799 2.2442 -1.1518 0.10
H -5.3206 1.8897 1.5655 0.06
H -7.1657 2.0583 1.2383 0.08
H -6.0136 3.4056 0.7974 0.09
H -1.8159 0.6312 -2.6497 0.16
H -2.0923 -1.1654 -2.4565 0.11
H -0.0973 -0.9672 -3.2422 0.08
H 0.9685 -1.7165 -1.9643 0.12
H 2.5373 -0.2458 -3.0736 0.05
H 1.1880 0.8996 -3.5393 0.12
H 2.6171 0.7985 -0.7396 0.13
H 1.0517 1.8575 -1.0499 0.12
H 3.3698 4.6613 0.6669 0.08
H 2.0873 3.3684 0.8595 0.07
H 1.9457 4.6144 -0.5085 0.10
C 3.4934 3.5058 4.4837 -1.99
Cl 2.8039 4.9374 3.6891 0.54
Cl 2.1817 2.5127 5.1563 0.52
Cl 4.4092 2.5503 3.2969 0.53
Cl 4.5768 4.0197 5.7909 0.54
C 2.3657 -1.3343 -6.2170 -2.01
Cl 2.7420 -2.3866 -7.5954 0.54
Cl 2.7553 0.3473 -6.6308 0.54
Cl 0.6348 -1.4632 -5.8303 0.53
Cl 3.3284 -1.8356 -4.8094 0.55
C 8.2986 2.7230 4.0179 -2.02
Cl 10.0098 2.2929 3.8205 0.53
Cl 7.4707 1.4490 4.9394 0.50
Cl 8.1729 4.2637 4.8931 0.51
Cl 7.5411 2.8868 2.4192 0.50
C 0.9280 -6.8582 2.2720 -1.99
Cl 0.2374 -5.4446 1.4381 0.59
Cl -0.3856 -7.8530 2.9327 0.53
Cl 1.8768 -7.8179 1.1191 0.54
Cl 1.9788 -6.3089 3.5933 0.54
```

As for the HOMO energy: -11.60 eV. Its charge is +1. The calculation puts the energy above the lowest of the compared OMol25 structures with the same formula, charge and spin at 480.5 kJ/mol. For the energy, the calculation gives -9016.61910 Ha.

| no. | orbital gap (eV) |
| --- | --- |
| 1 | 10.60 |
| 2 | 7.14 |
| 3 | 7.91 |